Record 1
A molecular structure, C27H35BrF5MoO6PS5Sb, computed with ωB97M-V/def2-TZVPD.

Computed properties:
highest occupied orbital energy (spin up / spin down) = -2.034 / -2.261 eV
⟨S²⟩ = 3.781
2S+1 = 4
E = -196348.2245 eV
LUMO level (spin up / spin down) = 3.824 / 2.571 eV
total charge = -2
relative energy (zero: lowest compared OMol25 entry of this formula, charge and spin) = 22.0 kJ/mol

Atoms and positions in Å:
Mo  1.137959  -0.137619  -1.129180
S  0.845541  -3.010522  -5.122219
Sb  -0.029790  -1.031537  -4.439353
S  1.765220  0.275015  -3.451209
S  -0.773944  -1.501967  -1.971383
C  0.302677  -1.093712  7.336128
C  1.573598  -1.306053  6.512687
C  2.038604  -2.754054  6.725084
C  2.651266  -0.352225  7.047170
C  1.347001  -1.048887  5.023972
C  2.392807  -1.201260  4.127903
C  2.215305  -0.985012  2.774449
Br  3.733219  -1.239735  1.665225
C  0.980555  -0.594838  2.204167
O  0.814289  -0.389429  0.935342
C  -0.094348  -0.430391  3.135863
C  0.119515  -0.663739  4.487894
C  -1.478491  -0.015988  2.628702
C  -1.385906  1.360447  1.952212
C  -2.018444  -1.088646  1.672186
C  -2.499702  0.126802  3.763550
H  0.513377  -1.289535  8.391133
H  -0.494833  -1.768763  7.019355
H  -0.064549  -0.069034  7.249958
H  2.214278  -2.951234  7.787815
H  2.963636  -2.956222  6.183892
H  1.283060  -3.453319  6.361744
H  2.836626  -0.534138  8.110973
H  2.336462  0.685721  6.921924
H  3.591965  -0.481046  6.510364
H  3.377389  -1.500862  4.466731
H  -0.717035  -0.540222  5.158848
H  -0.653691  1.374856  1.150488
H  -1.101212  2.111359  2.696276
H  -2.357688  1.642314  1.535879
H  -1.329853  -1.280104  0.855696
H  -2.971736  -0.768856  1.241505
H  -2.179543  -2.018661  2.224671
H  -2.198974  0.882070  4.493729
H  -2.668490  -0.817132  4.288746
H  -3.454608  0.439674  3.332927
O  1.115888  2.025699  -0.653467
C  2.353140  1.998249  -0.419428
O  2.990958  0.934513  -0.578573
H  2.865454  2.906758  -0.075622
F  5.071541  -5.000812  -4.445064
C  4.350317  -4.222421  -3.614117
C  3.146842  -4.667026  -3.105635
F  2.685432  -5.878910  -3.454011
C  2.413205  -3.859188  -2.263735
F  1.236866  -4.307728  -1.809648
C  2.839676  -2.580758  -1.890773
O  2.116063  -1.863917  -1.063011
C  4.074559  -2.169935  -2.400605
F  4.586131  -0.987094  -2.044210
C  4.809601  -2.970787  -3.253483
F  5.995314  -2.541328  -3.725807
C  -0.326012  2.858457  -5.512934
C  -1.060762  3.043404  -4.207818
C  -0.233414  3.745000  -3.157433
O  -2.263018  3.835912  -4.538773
P  -3.416028  4.096845  -3.466728
S  -4.580030  5.552379  -4.038427
S  -1.180702  0.454813  -1.502732
O  -4.118935  2.704490  -3.143338
C  -4.693745  1.710164  -4.047193
C  -3.627003  0.748225  -4.520940
C  -5.450896  2.361815  -5.185335
H  0.569948  2.264965  -5.326035
H  -0.037945  3.829279  -5.922914
H  -0.946894  2.337294  -6.243375
H  -1.386356  2.080151  -3.815033
H  0.100832  4.721671  -3.516510
H  0.627062  3.115161  -2.927873
H  -0.793357  3.873197  -2.228734
H  -5.392516  1.184671  -3.394268
H  -2.949339  1.227952  -5.227862
H  -4.095709  -0.099316  -5.025908
H  -3.043538  0.370554  -3.682200
H  -4.771293  2.910361  -5.840441
H  -6.207445  3.053785  -4.818024
H  -5.935405  1.579941  -5.773831

Force components x, y, z for each atom (eV/Å):
-0.132 0.066 -0.025
-0.024 0.007 -0.088
-0.009 0.070 0.013
0.029 0.010 -0.011
0.010 0.061 0.083
-0.003 0.002 0.007
-0.002 -0.006 0.001
0.001 0.001 0.006
0.005 0.001 0.002
-0.081 0.022 0.010
0.026 -0.013 -0.033
0.037 -0.019 0.020
0.000 -0.008 0.017
-0.008 0.042 -0.022
-0.052 -0.012 0.068
-0.013 -0.063 -0.056
0.038 -0.010 0.035
0.033 0.070 0.055
0.005 0.033 -0.006
-0.011 0.046 0.002
-0.041 -0.040 -0.013
-0.003 -0.002 0.000
0.001 0.001 0.004
0.004 -0.002 -0.004
0.000 -0.001 -0.003
0.000 0.005 -0.001
-0.001 0.002 0.001
0.000 -0.001 -0.002
0.000 0.000 -0.002
-0.001 0.002 0.003
0.001 0.003 -0.007
0.010 0.005 -0.005
-0.023 -0.021 0.012
-0.006 0.004 0.001
0.011 -0.009 -0.013
0.016 -0.019 -0.007
0.001 0.002 0.008
-0.002 -0.025 -0.018
0.001 0.014 0.000
0.015 -0.003 -0.002
0.016 0.002 0.002
0.020 -0.004 0.030
0.046 -0.053 -0.018
-0.004 0.014 0.008
0.008 0.008 -0.008
0.013 -0.002 -0.005
0.005 0.012 0.016
-0.001 -0.043 0.006
0.017 0.015 -0.002
0.001 -0.008 0.002
0.001 -0.010 0.009
-0.134 -0.085 -0.118
0.212 0.094 0.173
0.040 0.009 0.013
-0.023 0.003 -0.017
0.009 -0.020 -0.018
0.004 -0.001 0.005
0.004 -0.005 0.008
0.006 0.018 0.010
0.002 -0.018 -0.020
-0.019 -0.012 -0.003
0.002 -0.048 0.018
-0.020 0.033 -0.006
-0.056 -0.127 -0.089
0.043 0.005 -0.024
0.013 0.044 0.019
-0.025 0.005 0.004
-0.017 -0.010 -0.015
0.000 -0.011 0.004
-0.002 0.000 0.000
0.002 0.001 0.007
-0.009 -0.024 -0.004
-0.004 0.001 0.000
0.002 0.012 -0.002
0.006 0.003 -0.008
-0.007 -0.011 -0.011
0.001 0.001 -0.006
0.000 0.006 0.009
0.011 -0.005 0.004
0.001 -0.002 0.002
0.004 -0.005 -0.005
-0.001 0.003 -0.005

Record 2
A molecular structure, C24H27N3O3PTl at a distorted geometry, computed with ωB97M-V/def2-TZVPD.

Computed properties:
highest occupied orbital energy (spin up / spin down) = -12.829 / -12.835 eV
E = -49904.8597 eV
LUMO level (spin up / spin down) = -10.095 / -10.088 eV
total charge = +2
relative energy (zero: lowest compared OMol25 entry of this formula, charge and spin) = 33.1 kJ/mol

Atoms and positions in Å:
Tl  -0.601799  -0.504862  -0.919991
N  1.106757  -0.255407  1.557303
C  0.634945  1.026623  1.782326
C  -0.212798  1.275959  2.822451
C  -0.752731  2.592266  3.016521
C  -0.430719  3.599759  2.142100
C  0.517004  3.448404  1.135532
C  0.937986  4.450437  0.237791
C  1.802645  4.119865  -0.767605
C  2.232665  2.815760  -0.894747
N  1.867616  1.826414  -0.092863
C  1.022099  2.102244  0.914676
H  1.046939  -0.861155  2.342949
H  2.021268  -0.373745  1.123948
H  -0.457034  0.425120  3.435035
H  -1.382199  2.785370  3.896438
H  -0.949821  4.550744  2.227736
H  0.577377  5.477082  0.419019
H  2.156151  4.836566  -1.519189
H  2.944312  2.512834  -1.650519
C  6.432639  0.580631  -0.838110
O  5.727709  -0.688402  -0.885248
P  4.128258  -0.923371  -0.826693
O  4.214515  -2.400859  -1.487464
C  4.195570  -2.596209  -2.949401
O  3.733476  -1.396853  0.684692
C  4.414935  -2.613300  1.099917
H  6.992804  0.662674  -1.757515
H  7.092056  0.539746  0.030287
H  5.776215  1.466381  -0.824244
H  4.118912  -3.682492  -3.020575
H  5.139105  -2.256993  -3.361308
H  3.343496  -2.109468  -3.398293
H  4.357698  -2.555369  2.205693
H  5.425540  -2.602042  0.693835
H  3.853245  -3.515242  0.798086
C  -4.354097  -4.037289  1.862442
C  -3.001016  -3.851226  1.736872
C  -2.491755  -2.708673  1.100906
C  -3.336893  -1.681129  0.595882
C  -4.726731  -1.820886  0.910424
C  -5.216186  -2.961779  1.526127
N  -2.834483  -0.517013  0.081793
C  -3.606116  0.195542  -0.835847
C  -3.482368  1.611902  -0.888895
C  -4.030437  2.357545  -1.909411
C  -4.759590  1.732061  -2.951879
C  -4.884524  0.370904  -2.924114
C  -4.309006  -0.424078  -1.893708
H  -4.705755  -5.029385  2.130378
H  -2.351031  -4.632690  2.143774
H  -1.379490  -2.550558  1.009799
H  -5.371151  -1.022152  0.595331
H  -6.283211  -2.960822  1.801968
H  -2.923052  2.133277  -0.099059
H  -3.923224  3.389579  -1.944930
H  -5.091322  2.291096  -3.808858
H  -5.467839  -0.155115  -3.715103
H  -4.497585  -1.488221  -1.896451

Force components x, y, z for each atom (eV/Å):
2.089 0.287 -0.161
0.063 -0.612 -1.437
0.103 0.919 0.082
-0.346 1.031 -0.150
0.227 -0.840 0.097
-0.971 0.708 1.147
0.437 -2.170 -0.880
-0.327 0.538 0.535
-0.029 1.269 -0.621
0.339 -1.701 0.394
0.039 0.001 -0.359
-0.249 1.124 0.100
-0.139 -0.369 0.695
-0.006 0.315 -0.040
-0.245 0.101 0.545
0.121 -0.098 -0.651
0.287 0.063 0.224
0.244 -0.561 -0.342
-0.205 -0.116 0.553
-0.005 0.174 -0.261
-0.594 -0.288 0.049
0.336 0.519 0.348
-0.219 0.710 -1.109
-0.663 -0.221 -0.945
0.438 -0.490 1.811
0.548 -0.478 -0.678
-0.766 -0.026 1.477
0.378 -0.146 -0.119
-0.101 0.265 -0.173
-0.060 -0.469 0.358
-0.015 0.225 -0.400
0.022 0.101 -0.181
-0.215 0.222 -0.150
0.580 -0.209 -0.615
-0.043 -0.272 0.361
0.351 0.533 -0.166
-1.337 0.725 -0.718
2.026 0.770 -0.676
1.723 -0.445 0.973
-0.061 0.618 0.200
-0.356 -0.838 -0.622
-0.421 0.459 0.205
-2.311 -1.122 0.073
0.315 0.192 0.168
0.782 0.787 0.233
-0.507 -1.940 -0.037
1.152 0.244 0.657
-0.373 -2.419 0.130
-1.536 0.722 -0.465
-0.297 0.360 0.429
0.041 0.436 -0.454
-1.255 -0.434 0.128
-0.382 0.239 0.281
0.616 -0.321 -0.330
-0.210 -0.327 -0.276
0.279 1.720 0.185
-0.329 0.221 0.004
0.675 0.469 0.681
0.361 -0.154 -0.109

Record 3
15 unconnected molecules or ions with the total composition H30O15 at a distorted geometry, computed with ωB97M-V/def2-TZVPD.

Computed properties:
highest occupied orbital energy (spin up / spin down) = 0.164 / -7.379 eV
⟨S²⟩ = 0.751
2S+1 = 2
E = -31198.5081 eV
LUMO level (spin up / spin down) = 2.703 / 2.443 eV
total charge = -1
relative energy (zero: lowest compared OMol25 entry of this formula, charge and spin) = 113.6 kJ/mol

Atoms and positions in Å:
O  0.835616  -3.129649  1.695657
H  0.622125  -2.816324  2.596877
H  0.139618  -2.683840  1.207514
O  0.765352  2.635199  3.449430
H  1.582997  3.144463  3.489607
H  1.141684  1.726844  3.398864
O  2.891099  -1.647214  -0.493740
H  3.166696  -2.208903  -1.220223
H  2.506004  -2.048391  0.258646
O  -2.305581  -3.487435  1.247535
H  -2.789208  -2.697317  1.552647
H  -1.883590  -3.857599  2.005978
O  -0.021684  2.920201  -1.470285
H  0.169635  2.738233  -2.415357
H  -0.831956  2.444025  -1.313684
O  2.162758  1.737151  0.015117
H  2.399921  2.690532  -0.019253
H  1.734975  1.661823  -0.816409
O  -3.381284  -2.594023  -0.852429
H  -2.633675  -3.125409  -0.509532
H  -4.160371  -3.043059  -0.395070
O  1.560759  -0.907012  3.814509
H  2.222870  -1.054499  3.140869
H  2.135470  -0.553728  4.519136
O  -3.964466  0.530741  -0.550440
H  -4.853924  0.642884  -0.076250
H  -3.334436  0.896940  0.080249
O  4.370198  0.560677  -0.067100
H  3.433414  0.348462  -0.365780
H  4.902735  0.185920  -0.747607
O  -1.940850  1.554611  2.584196
H  -1.777274  1.861763  1.707420
H  -1.426161  2.258658  3.021870
O  -0.027785  -0.474714  -4.896532
H  -0.172166  -0.365281  -3.937746
H  0.346229  -1.344987  -4.807728
O  0.143193  -0.502093  0.457692
H  0.394920  0.097704  1.140508
H  -0.428128  0.125195  -0.015395
O  1.803490  0.369103  -2.885147
H  2.643484  0.259964  -3.310500
H  1.816701  -0.080885  -2.040866
O  -2.948261  2.528213  -2.227917
H  -3.209351  1.925040  -1.541004
H  -3.499848  2.350916  -2.967738

Force components x, y, z for each atom (eV/Å):
-0.068 0.025 0.975
0.476 -0.178 -0.342
-0.209 0.353 -0.680
0.805 -0.870 0.163
-0.150 0.382 -0.078
-0.759 0.439 -0.095
0.759 1.674 -1.729
-0.343 -0.694 0.609
-0.836 -1.360 0.841
-0.580 0.460 -0.054
0.399 -0.270 -0.191
0.561 -0.373 0.862
1.102 0.220 -0.981
-0.251 0.126 0.732
-0.797 -0.238 0.038
0.401 1.408 1.146
-0.082 -0.906 0.355
-1.248 -0.176 -1.286
-1.359 -1.286 0.632
-0.470 0.473 -0.306
1.513 0.946 -1.020
0.490 0.426 0.766
0.112 -0.233 -0.847
-0.602 -0.143 -0.004
-2.120 0.245 0.771
1.793 -0.200 -0.947
0.347 -0.142 0.519
-1.211 0.142 -0.019
1.756 0.553 0.992
0.783 -0.588 -0.646
0.193 0.494 1.258
-0.038 -0.054 -1.774
-0.086 -0.479 0.531
-0.438 -0.072 0.866
-0.101 0.877 -0.419
0.448 -0.796 -0.696
-0.577 -0.294 -0.897
0.823 0.557 1.372
-0.343 -0.397 -0.515
-0.972 0.534 0.036
0.680 -0.195 -0.116
0.284 -0.473 0.477
1.270 1.261 0.200
-0.652 -0.761 0.350
-0.708 -0.416 -0.851

Record 4
3 unconnected molecules or ions with the total composition C4H15NO3 at a distorted geometry, computed with ωB97M-V/def2-TZVPD.

Computed properties:
highest occupied orbital energy = -8.975 eV
structure (SMILES) = CN(C)CCO.O.O
E = -12023.0726 eV
LUMO level = 0.810 eV
total charge = 0
relative energy (zero: lowest compared OMol25 entry of this formula, charge and spin) = 110.5 kJ/mol

Atoms and positions in Å:
C  -1.232662  1.229248  -2.798620
N  -0.800512  0.427607  -1.668068
C  -1.446496  0.946839  -0.457551
C  0.653867  0.510710  -1.588257
C  1.317160  -0.650228  -0.869243
O  1.476150  -0.490008  0.573420
H  -2.312855  1.109592  -2.894348
H  -1.095582  2.315513  -2.669948
H  -0.758990  0.933393  -3.731569
H  -1.163101  1.991952  -0.232889
H  -1.104234  0.418339  0.422976
H  -2.500220  0.921969  -0.659010
H  0.970239  1.427287  -1.065962
H  1.002790  0.495267  -2.617315
H  2.327517  -0.834344  -1.232737
H  0.733899  -1.557369  -1.040427
H  0.735230  0.102840  0.769942
O  0.819897  -1.993203  2.847049
H  0.548174  -2.415630  2.026839
H  1.267183  -1.186908  2.564509
O  -0.758959  0.173957  2.805443
H  -0.567067  -0.787942  2.839592
H  -0.803603  0.444289  3.726209

Force components x, y, z for each atom (eV/Å):
-0.929 0.229 0.004
0.473 0.607 0.103
1.018 0.281 -0.499
0.077 -0.393 0.462
0.394 -0.812 0.619
-0.874 0.764 -1.116
-0.046 -0.121 -0.225
0.350 -0.020 0.134
0.036 -0.174 0.044
-0.030 0.094 -0.367
-0.643 -0.509 0.131
-0.613 -0.233 0.576
0.130 0.261 -0.369
0.331 0.189 0.017
-0.019 0.163 -0.178
-0.060 -0.026 -0.141
0.311 -0.094 0.717
-0.259 -0.294 0.383
0.276 -0.018 -0.129
0.237 -0.213 -0.248
-0.151 -0.225 -0.163
0.003 0.504 0.227
-0.014 0.043 0.018

Record 5
A single C2H5N3O2 molecule at a distorted geometry, computed with ωB97M-V/def2-TZVPD.

Computed properties:
highest occupied orbital energy = -9.274 eV
structure (SMILES) = [H]/N=C(/N)O/C=N/O
E = -10715.9749 eV
LUMO level = 0.714 eV
total charge = 0
relative energy (zero: lowest compared OMol25 entry of this formula, charge and spin) = 563.0 kJ/mol

Atoms and positions in Å:
H  0.115524  1.706602  -0.432568
N  1.152925  1.501666  0.060789
C  1.397837  0.278354  -0.000893
N  2.685688  -0.510528  -0.121605
O  0.437238  -0.732110  -0.038892
C  -0.901159  -0.801494  0.071242
N  -1.594128  0.337605  0.120120
O  -2.938867  -0.001995  -0.094620
H  3.179939  0.329131  -0.054683
H  2.826295  -1.217627  0.721640
H  -1.112590  -1.862193  -0.150919
H  -3.687599  0.754563  0.147394

Force components x, y, z for each atom (eV/Å):
3.251 -0.860 2.450
-1.898 0.892 -2.547
-0.815 -3.229 0.015
-3.460 0.318 2.296
0.724 -1.144 0.175
-0.279 3.649 -0.987
0.548 -3.078 -0.076
-3.280 1.695 0.623
2.888 0.899 0.407
-0.421 2.351 -2.221
-1.113 0.833 0.465
3.855 -2.327 -0.600

- Which of these has the lowest relative energy (zero: lowest compared OMol25 entry of this formula, charge and spin)?
  C27H35BrF5MoO6PS5Sb

- Number 2 is which compound?
  C24H27N3O3PTl